# 1
Molecular formula: C21H31BrClF13O8S
Method: DFT, the ωB97M-V functional and the def2-TZVPD basis

```
76
Properties=species:S:1:pos:R:3
Br 0.4626 -6.3613 2.9639
Cl 0.1874 -0.7477 3.8833
S -2.4154 -5.7722 0.7279
F -1.6574 2.8812 -3.3866
F 2.8289 -1.6413 -3.9494
F 2.9428 -4.1364 -2.6196
F -1.4028 0.0913 -4.2530
F 4.0401 -2.4178 -1.3609
F 3.0737 0.3009 -2.2011
F 1.0505 2.0543 -2.5991
F -3.1621 1.3239 -2.3843
F -1.2914 -0.6940 -2.0039
F 0.6485 -2.3964 -3.3987
F 1.0460 0.6274 -4.5101
F 1.3093 -0.2859 -0.7192
F -1.4187 2.1790 -0.9989
O -0.2627 5.6929 -5.3131
O -3.6264 -4.9623 0.1646
O 3.7745 1.2927 0.9526
O -2.7763 -7.2700 1.0151
O -1.8083 -2.0211 2.4742
O -1.9659 -2.5556 6.5630
O -1.7855 -5.0456 2.1645
O -1.0262 -5.8868 -0.2534
C -1.7137 1.7545 -2.3877
C -1.5050 7.5626 -4.4530
C 0.3772 -3.9523 -0.6665
C 4.1194 2.6523 1.2047
C -2.9727 -1.6024 6.2330
C 1.9049 -1.8433 -2.7670
C -3.2082 -0.6860 7.4230
C 0.0871 -5.1416 0.4231
C 2.6802 -2.9002 -1.7953
C 5.6263 2.8193 1.0906
C -0.5601 -2.1878 2.9187
C 1.7001 -0.3303 -2.1441
C -1.2695 6.6462 -5.6431
C -0.3410 -4.7758 1.9618
C 3.3863 3.5490 0.2198
C 0.7362 0.6440 -3.0396
C -4.2459 -2.3317 5.8347
C 1.8947 -3.3787 -0.4519
C -0.8689 0.4184 -2.8779
C 0.3706 -3.5280 2.7511
C -2.5427 5.9169 -6.0414
H -2.2805 -0.1771 7.7063
H 2.3032 3.4091 0.3047
H -2.9064 5.2871 -5.2217
H -3.9668 0.0695 7.1956
H 6.1411 2.1590 1.7967
H -2.3553 5.2517 -6.8912
H 3.6568 3.3007 -0.8126
H 1.4084 -3.1933 2.3265
H 0.5870 -3.9186 3.8586
H -0.5773 8.0715 -4.1697
H 1.9852 -2.5107 0.3403
H 3.7992 2.8878 2.2256
H 3.6183 4.6037 0.3978
H -4.6096 -2.9614 6.6544
H 4.0551 1.0747 0.0482
H -3.3325 6.6228 -6.3165
H -3.5351 -1.2573 8.2991
H -0.9002 7.2324 -6.4917
H 5.9256 3.8521 1.2947
H -5.0357 -1.6257 5.5595
H -2.2851 -3.0807 7.3156
H -0.5819 5.1678 -4.5605
H 2.5259 -4.2828 0.0065
H 0.9226 -5.9669 0.4341
H -2.2636 8.3180 -4.6805
H -1.8319 6.9913 -3.5770
H 5.9762 2.5452 0.0890
H -0.3736 -3.0437 -0.4857
H 0.1721 -4.3674 -1.7663
H -2.6034 -1.0162 5.3844
H -4.0584 -2.9968 4.9848
```

The total energy comes out at -167374.51185 eV. For the HOMO energy, the calculation gives -10.22 eV. As for the frontier orbital gap: 9.232 eV. The SMILES is O=C(Cl)C[C@@]1(Br)OS(=O)(=O)O[C@H]1CCC(F)(F)C(F)(F)C(F)(F)C(F)(F)C(F)(F)C(F)(F)F.CC(C)O.CC(C)O.CC(C)O.



# 2
Molecular formula: C21H31CaF5P2S
Method: DFT, the ωB97M-V functional and the def2-TZVPD basis

```
61
Properties=species:S:1:pos:R:3
Ca 2.2475 1.3608 0.9514
S 0.1657 2.1563 2.4478
P 0.3436 -1.4704 -2.1922
P 1.1583 2.2404 -1.1154
F 2.7938 1.8763 3.8231
F 1.0639 0.2925 7.9687
F -1.4426 0.2898 6.9441
F -1.9145 1.0480 4.3675
F 3.1842 1.0404 6.4591
C 1.7236 1.4121 4.5815
C 1.8455 -2.4477 -2.3316
C 0.4333 1.4628 3.9930
C 0.8757 0.6081 6.6654
C 0.7641 0.0830 -3.0256
C -0.6322 -0.9392 0.1464
C -2.9353 -0.1613 -2.1103
C -2.2109 0.5723 -1.2397
C -1.6923 0.1817 0.0738
C -3.4610 -2.1954 -0.5387
C 1.9584 1.0002 5.8854
C -0.9126 -2.2849 -0.6224
C 1.8058 1.0429 -2.3896
C -0.4080 0.6347 6.1383
C 0.0868 3.1268 -2.3287
C 2.6088 -0.8480 1.7294
C -3.8315 -1.3495 -1.7942
C -0.6376 -2.4253 -3.4386
C 2.3606 3.6779 -0.7058
C -2.1729 -2.8662 -0.6329
C -0.6421 1.0475 4.8355
H 1.7931 -2.9638 -3.2985
H -3.5213 -1.5633 0.3515
H 2.7018 -1.7706 -2.3360
H -2.5144 -0.0697 0.7340
H -0.3434 4.0376 -1.8907
H -0.4370 -1.1064 1.2142
H -2.0701 1.6443 -1.4601
H 1.7275 -1.3936 2.0818
H -3.8227 -2.0298 -2.6721
H -4.2317 -2.9866 -0.4905
H -1.5337 -1.9235 -3.8132
H 1.1818 -0.2973 -3.9732
H 2.4430 3.9676 0.3730
H 1.8911 4.5413 -1.1997
H 2.1471 1.7096 -3.1951
H -2.2278 -3.9510 -0.5755
H -0.1162 -3.0133 -0.3477
H 0.3207 -0.4789 -0.2689
H -3.1396 0.2749 -3.1172
H 0.0122 -2.6252 -4.2963
H 2.6606 0.4608 -2.0129
H 3.2717 -0.6922 2.5985
H 1.9271 -3.1856 -1.5296
H 3.1371 -1.4757 0.9961
H -0.1737 0.5840 -3.3049
H 3.3985 3.5830 -1.0673
H -1.1848 1.0693 0.4989
H -0.9524 -3.4055 -3.0545
H -4.8763 -1.0069 -1.6163
H 0.7335 3.4107 -3.1756
H -0.7278 2.4892 -2.6969
```

The total energy comes out at -83712.39423 eV. For the HOMO energy, the calculation gives -6.31 eV. As for the frontier orbital gap: 5.746 eV. Its relative energy (zero: lowest compared OMol25 entry of this formula, charge and spin) is 46.4 kcal/mol.



# 3
Molecular formula: C21H31Cl2N3O4
Method: DFT, the ωB97M-V functional and the def2-TZVPD basis

```
61
Properties=species:S:1:pos:R:3
Cl 5.3314 -2.4131 -2.8101
Cl 4.2487 2.5928 1.6718
O -3.7367 -3.5502 -0.7148
O -2.8850 0.7331 1.2234
O 1.1558 2.8463 1.0183
O 1.5640 1.2279 -0.4652
N -3.7060 -1.7772 0.6688
N -1.1254 0.5295 -0.1781
N 4.1501 -1.2642 0.8778
C -2.4786 2.6834 -1.8000
C -4.3270 -2.7885 0.0218
C -0.7082 1.9117 -0.1013
C 0.7392 -2.6562 0.5494
C -2.1443 0.0412 0.5514
C -5.8091 -2.8745 0.3175
C 4.5560 -1.3929 -1.5705
C -2.3084 -1.4732 0.4907
C 2.0266 -0.6322 1.8944
C 2.7763 -1.4307 1.0237
C 4.8564 -1.9525 -0.1758
C 2.0881 -2.4462 0.3487
C -2.6272 3.3597 -3.1618
C 0.0054 -1.8693 1.4271
C -1.4619 -2.1045 1.6239
C 4.5109 1.1767 0.6087
C 0.6770 -0.8514 2.0888
C -0.9977 2.6762 -1.4055
C 4.7992 -0.0976 1.4215
C -3.3383 3.3924 -0.7573
C 0.7940 1.9444 0.1286
H -2.8199 1.6464 -1.8865
H -6.2380 -3.7056 -0.2342
H 5.3373 1.4444 -0.0482
H 2.4804 0.1793 2.4384
H -2.9487 4.3875 -0.5525
H 4.4747 0.0384 2.4558
H 5.9287 -1.8727 0.0192
H -1.7913 -1.6791 2.5742
H -0.6506 3.7043 -1.2820
H -1.9907 -1.8814 -0.4740
H -5.9675 -3.0286 1.3823
H -1.2251 2.3768 0.7412
H 0.1363 -0.2114 2.7722
H 4.6039 -3.0153 -0.1487
H 5.8747 -0.2880 1.4478
H -2.3068 4.3979 -3.1058
H -3.6653 3.3392 -3.4838
H 2.1277 2.8578 1.1769
H -3.3700 2.8259 0.1690
H -0.4980 -0.0954 -0.6635
H 2.5963 -3.0990 -0.3407
H 3.5940 1.0511 0.0302
H -2.0263 2.8541 -3.9144
H 4.9518 -0.3858 -1.6927
H -1.6733 -3.1756 1.6271
H 0.2457 -3.4542 0.0134
H -6.3018 -1.9513 0.0212
H -4.3577 3.4928 -1.1223
H -0.4138 2.2130 -2.2050
H -4.2168 -1.1173 1.2387
H 3.4848 -1.3892 -1.7689
```

The total energy comes out at -59988.19374 eV. For the HOMO energy, the calculation gives -7.99 eV. As for the frontier orbital gap: 8.575 eV. The SMILES is CC(=O)N[C@H](Cc1ccc(N(CCCl)CCCl)cc1)C(=O)N[C@H](CC(C)C)C(=O)O.